A structure of composition C49H43BrF4N3P3PdS in a non-equilibrium geometry, computed with ωB97M-V/def2-TZVPD.

```
105
Properties=species:S:1:pos:R:3:forces:R:3:lowdin_charge:R:1
Pd 0.679741 0.283628 -0.283078 -0.573 1.167 0.087 0.479
F 5.739362 -5.781533 -0.262743 -0.016 0.031 0.009 0.179
C 5.113765 -4.626068 -0.176296 -0.006 -0.157 0.000 -0.125
C 5.792099 -3.444151 -0.362170 0.086 0.033 -0.023 -0.127
F 7.088570 -3.451565 -0.617535 -0.020 0.046 0.012 0.167
C 5.107115 -2.244890 -0.262312 0.088 -0.006 0.075 -0.200
F 5.866696 -1.154918 -0.360126 -0.046 0.117 -0.021 0.104
C 3.737334 -2.149156 -0.025712 0.026 -0.012 0.075 -0.264
P 2.976887 -0.457887 -0.143453 -0.022 -0.756 -0.188 1.048
C 3.660241 0.138884 -1.731939 0.188 -0.063 -0.019 -0.396
C 4.902572 0.761244 -1.925439 -0.018 0.005 0.008 -0.109
C 5.266679 1.223225 -3.180969 -0.053 0.000 -0.035 -0.040
C 4.409900 1.067893 -4.265291 0.026 0.004 0.029 -0.040
C 3.180893 0.451900 -4.087931 0.014 0.003 0.026 -0.047
C 2.807709 -0.000810 -2.830984 -0.039 -0.148 -0.076 -0.110
C 3.653112 0.379622 1.310392 0.029 0.044 0.045 -0.362
C 4.343252 1.587464 1.316052 0.037 0.010 0.026 -0.085
C 4.776791 2.133156 2.517421 -0.026 -0.006 -0.013 -0.053
C 4.513770 1.487296 3.715195 -0.010 -0.009 -0.002 -0.054
C 3.801495 0.294536 3.717681 -0.007 0.008 -0.020 -0.057
C 3.369920 -0.255669 2.523011 0.010 0.008 0.034 -0.095
C 3.098319 -3.370041 0.239842 0.020 -0.087 0.020 -0.564
Br 1.351314 -3.535144 0.896707 -0.091 0.204 -0.022 0.978
C 3.769456 -4.576998 0.152256 0.123 -0.039 -0.058 -0.268
F 3.158505 -5.728049 0.401857 -0.064 0.052 0.012 0.095
H 5.584023 0.904649 -1.102714 0.011 -0.018 0.014 0.103
H 6.228073 1.701442 -3.312502 0.001 0.001 0.000 0.121
H 4.703389 1.425648 -5.243264 -0.002 0.008 0.009 0.120
H 2.503315 0.329542 -4.922465 0.011 -0.015 -0.003 0.115
H 1.841209 -0.480592 -2.719356 -0.022 0.018 0.060 0.070
H 4.562846 2.113587 0.399164 0.019 -0.031 0.010 0.082
H 5.329421 3.063190 2.513602 0.002 -0.003 -0.007 0.115
H 4.866236 1.909663 4.646663 -0.011 0.004 -0.005 0.116
H 3.587529 -0.210002 4.650417 0.008 -0.005 -0.004 0.115
H 2.812138 -1.186957 2.536420 0.021 -0.011 -0.016 0.092
C -6.494832 -0.775091 2.838170 0.023 -0.019 0.015 -0.406
S -6.455246 -1.601916 1.231638 -0.057 0.040 0.024 0.818
C -6.100074 -0.195703 0.129704 0.043 -0.097 -0.005 -0.478
C -4.713893 -0.280481 -0.500759 0.000 0.037 -0.019 -0.252
C -3.625393 -0.331531 0.557072 0.075 -0.086 -0.259 -0.239
N -2.267346 -0.145244 -0.013102 -0.477 -0.244 0.562 -0.408
P -1.379796 1.247651 0.171150 0.167 -0.345 1.067 0.906
C -2.400053 2.593889 -0.407266 0.103 0.140 -0.317 -0.369
C -2.433136 2.870186 -1.778354 -0.034 -0.010 0.001 -0.095
C -3.281275 3.849851 -2.263282 -0.020 -0.017 0.028 -0.047
C -4.089210 4.561137 -1.382202 0.007 -0.001 0.000 -0.038
C -4.048667 4.298036 -0.020045 0.014 -0.025 0.005 -0.042
C -3.201613 3.317272 0.477961 -0.052 -0.027 -0.095 -0.069
C -1.104331 1.496728 1.955015 0.016 0.262 -0.071 -0.337
C -1.201191 0.423157 2.836438 -0.100 -0.052 0.021 -0.094
C -0.885405 0.581960 4.176826 0.024 0.008 0.004 -0.053
C -0.454320 1.813445 4.651247 -0.012 -0.022 -0.012 -0.050
C -0.350457 2.888817 3.781170 -0.005 -0.027 -0.023 -0.048
C -0.669911 2.731583 2.441082 0.009 0.018 0.028 -0.094
P -1.054181 -1.300882 -0.210868 0.703 0.337 -1.427 0.889
C -1.724890 -2.810914 0.460205 0.164 -0.143 0.369 -0.418
C -2.544213 -3.580109 -0.366319 0.064 -0.060 0.091 -0.060
C -3.191118 -4.686759 0.164031 -0.010 -0.006 0.005 -0.035
C -3.018797 -5.025183 1.498539 -0.026 -0.040 -0.018 -0.033
C -2.195388 -4.265242 2.320372 -0.016 0.030 -0.042 -0.047
C -1.549183 -3.155238 1.804396 -0.176 0.053 0.019 -0.189
C -0.874476 -1.558150 -2.007343 -0.231 -0.443 0.113 -0.385
C -1.627561 -0.851225 -2.936759 -0.104 0.066 -0.026 -0.090
C -1.444637 -1.075581 -4.296647 0.010 0.017 0.044 -0.055
C -0.518144 -2.012629 -4.730006 0.012 0.000 0.026 -0.056
C 0.229871 -2.730109 -3.802504 -0.004 0.043 -0.006 -0.060
C 0.055783 -2.503458 -2.446829 0.029 -0.024 -0.045 -0.122
H -6.842981 -1.511053 3.560717 0.009 -0.004 -0.009 0.035
H -7.202381 0.051880 2.826294 -0.008 -0.013 -0.007 0.041
H -5.511922 -0.420536 3.150329 0.000 -0.002 -0.030 0.026
H -6.206131 0.725591 0.705429 -0.022 -0.013 0.004 0.080
H -6.862425 -0.187433 -0.647391 0.006 0.036 -0.012 0.077
H -4.545098 0.585978 -1.149275 -0.069 0.004 0.003 0.107
H -4.656437 -1.175268 -1.128273 0.066 0.028 -0.016 0.111
H -3.646334 -1.294013 1.068447 -0.059 0.037 0.051 0.091
H -3.788495 0.437336 1.317446 0.060 0.062 -0.038 0.115
H -1.784460 2.331045 -2.460719 -0.004 -0.028 0.021 0.108
H -3.313028 4.063585 -3.323018 0.012 0.009 0.005 0.118
H -4.749051 5.330763 -1.760339 0.002 -0.006 0.000 0.120
H -4.674894 4.859791 0.659953 -0.003 -0.007 -0.003 0.119
H -3.174141 3.119101 1.540835 0.006 -0.015 0.009 0.111
H -1.548602 -0.544046 2.494142 -0.022 0.056 -0.021 0.069
H -0.979061 -0.257637 4.853263 -0.012 0.005 -0.001 0.115
H -0.209154 1.936910 5.697682 -0.001 -0.008 -0.006 0.117
H -0.023324 3.854169 4.143326 0.000 -0.003 0.003 0.118
H -0.581906 3.586519 1.784616 -0.028 -0.004 0.040 0.095
H -2.670297 -3.327244 -1.411041 -0.005 0.006 -0.005 0.116
H -3.827364 -5.289033 -0.470029 -0.012 0.008 0.005 0.121
H -3.528717 -5.889846 1.901961 0.011 -0.005 -0.007 0.121
H -2.059202 -4.537837 3.358063 0.002 -0.001 -0.003 0.120
H -0.913319 -2.560619 2.449449 0.029 -0.014 -0.030 0.080
H -2.377958 -0.143811 -2.602064 0.023 0.004 -0.007 0.086
H -2.040637 -0.530015 -5.016437 -0.002 0.001 0.008 0.115
H -0.389252 -2.197161 -5.788310 0.004 0.007 0.004 0.116
H 0.944048 -3.471339 -4.136630 -0.008 -0.003 0.002 0.118
H 0.633491 -3.075935 -1.730515 -0.019 0.010 -0.021 0.063
N 2.585166 2.750002 -1.159325 -0.153 -0.098 -0.084 0.001
C 2.763612 4.069768 -1.090955 0.062 0.040 -0.061 -0.053
C 1.573942 4.620489 -0.677325 -0.055 -0.005 -0.010 -0.017
C 0.723903 3.528254 -0.532383 -0.031 -0.089 -0.043 -0.159
N 1.334125 2.370940 -0.824660 0.407 0.200 0.175 -0.033
H 3.237932 2.061005 -1.503833 0.012 0.049 -0.042 0.076
H 3.707336 4.516834 -1.357561 -0.011 -0.001 -0.002 0.138
H 1.347096 5.659847 -0.520599 -0.016 -0.008 -0.010 0.114
H -0.314654 3.562664 -0.274442 -0.005 0.006 0.044 0.057
```
Forces are in eV/Å.

## Properties
HOMO-LUMO gap: 6.16 eV
maximum force: 0.0316 hartree/bohr
total charge: +2
E_HOMO: -0.4586 Eh



A cluster of 8 separate species, C36H94N6O12 in total in a non-equilibrium geometry, computed with ωB97M-V/def2-TZVPD.

```
148
Properties=species:S:1:pos:R:3:forces:R:3:lowdin_charge:R:1
C -7.861530 8.388610 12.940260 -0.967 -0.605 1.191 -0.137
O -6.763960 9.180030 13.309040 1.200 -0.603 0.517 -0.166
C -5.721570 8.405180 13.953700 0.737 -0.146 -1.368 -0.186
C -5.012120 9.128350 15.091450 2.556 0.152 2.103 -0.361
C -4.185340 10.422420 14.813140 -1.960 0.174 -0.994 -0.056
N -3.938140 8.300800 15.740150 -0.299 -2.262 -0.299 0.006
H -8.146770 7.764620 13.787240 -0.280 0.121 0.565 0.077
H -7.766710 7.595580 12.198500 0.739 0.549 -0.874 0.085
H -8.716450 9.034240 12.739280 0.245 0.037 -0.321 0.090
H -6.039400 7.389040 14.187220 -0.751 0.229 1.067 0.118
H -4.986380 8.083790 13.215930 0.485 0.699 -0.615 0.121
H -5.718350 9.166040 15.920860 -0.335 0.966 -0.176 0.124
H -3.286070 10.172900 14.249980 -0.313 -0.125 -0.527 0.063
H -3.782870 10.946760 15.679850 -0.580 -0.233 0.466 0.062
H -4.860310 11.083880 14.270000 0.499 0.602 -0.259 0.072
H -3.302150 7.864730 15.087880 -0.280 -0.233 -0.598 0.059
H -3.275440 8.774760 16.337060 -0.668 0.777 0.206 0.035
C -0.839150 14.779580 11.898480 -0.024 1.607 -1.444 -0.134
O -0.018850 13.821680 12.450160 -0.334 -0.302 0.740 -0.170
C -0.516950 13.395300 13.699340 2.300 -1.649 0.431 -0.188
C 0.336850 12.114800 14.025210 -2.664 -1.713 0.397 -0.357
C -0.121370 10.987440 13.038990 0.882 0.331 0.231 -0.055
N -0.041570 11.631400 15.375150 -0.131 0.303 0.826 0.011
H -1.687640 14.436750 11.306320 -0.288 -0.692 0.272 0.093
H -0.240400 15.322610 11.167230 0.137 0.180 0.018 0.091
H -1.218460 15.518900 12.603920 0.031 -0.011 0.358 0.075
H -0.394240 14.132100 14.493170 -0.051 0.350 -0.058 0.116
H -1.560250 13.083430 13.650840 -0.236 0.012 -0.056 0.125
H 1.426580 12.138840 14.025730 -0.141 0.978 -0.262 0.131
H -0.670870 11.396900 12.191350 0.473 -0.274 -0.318 0.075
H -0.745030 10.240300 13.529840 -0.303 0.276 0.180 0.053
H 0.791850 10.434310 12.819480 -0.170 -0.065 -0.922 0.073
H 0.247030 10.675160 15.524830 1.143 -0.146 -0.137 0.066
H -1.027150 11.411420 15.393880 -0.731 0.823 -0.179 0.045
C -2.397740 9.839150 18.961370 1.082 0.809 -0.508 -0.072
O -3.297940 10.945300 19.109830 0.839 -1.529 -1.229 -0.185
C -4.533470 10.582330 19.599190 -1.379 0.681 2.694 -0.265
C -5.147860 11.899080 20.025270 -0.413 0.311 1.568 -0.246
N -5.246320 12.882000 18.987430 -0.408 -0.161 1.236 -0.032
C -6.266310 12.454210 18.038800 1.240 0.630 -0.051 -0.190
C -6.679220 13.597730 17.171620 -0.278 -0.414 -0.056 -0.223
O -5.619410 14.106620 16.362830 -1.522 -0.588 -0.155 -0.193
C -6.251570 14.917110 15.395990 0.900 1.147 -0.990 -0.097
H -1.862600 9.986350 18.023260 -0.243 -0.135 -0.381 0.071
H -2.811470 8.831060 18.987230 -0.481 0.262 0.082 0.094
H -1.574950 9.916220 19.672130 -0.285 -0.054 0.569 0.088
H -4.418680 10.155120 20.595390 0.190 -0.959 0.046 0.124
H -5.251760 9.957460 19.068430 0.612 -0.205 -0.958 0.125
H -4.459250 12.272240 20.783340 0.183 0.252 0.048 0.121
H -6.079970 11.799060 20.581400 -0.305 -0.369 -0.244 0.122
H -4.272930 12.788450 18.734700 -0.130 0.769 -1.792 0.063
H -7.170550 12.130090 18.553970 0.092 0.023 0.394 0.130
H -5.898630 11.587500 17.489500 -0.238 -0.028 -0.652 0.113
H -7.128560 14.429910 17.713540 0.329 0.107 0.621 0.122
H -7.539430 13.216560 16.621310 0.150 -0.007 -0.999 0.121
H -5.494360 15.430020 14.802970 0.189 -0.090 0.114 0.072
H -6.829280 15.719510 15.854800 -0.282 -0.063 0.250 0.088
H -6.869650 14.388270 14.670450 -0.177 -0.439 0.300 0.098
C -6.072360 17.109660 19.963980 1.282 0.871 1.594 -0.107
O -5.429450 18.336910 19.548450 -2.189 -1.298 -1.245 -0.191
C -5.402790 18.297630 18.118550 2.719 1.851 0.436 -0.204
C -5.190320 19.743380 17.560600 -0.682 -0.943 0.280 -0.192
N -4.028670 20.478160 17.973040 1.151 -1.890 1.563 -0.093
C -3.791080 21.707950 17.324100 0.866 0.802 1.129 -0.203
C -2.985100 22.642090 18.307670 0.006 1.261 -0.589 -0.196
O -3.753360 23.050220 19.426950 0.127 0.288 0.042 -0.223
C -4.721050 24.102520 19.235850 -0.773 -2.055 0.652 -0.086
H -5.522480 16.213810 19.675540 0.326 -0.002 -0.241 0.073
H -7.109920 16.942730 19.674660 -0.140 0.638 -0.166 0.084
H -5.955430 17.251930 21.038310 -0.612 -0.756 0.217 0.083
H -6.192640 17.750640 17.603730 -0.524 0.330 0.367 0.112
H -4.473820 17.755210 17.942810 0.158 -0.246 -0.738 0.101
H -6.033960 20.372110 17.845330 -0.866 -0.206 -0.525 0.117
H -5.121750 19.543470 16.491290 -0.235 0.570 -0.310 0.113
H -3.994890 20.658130 18.966300 -0.415 -0.476 0.216 0.109
H -4.736110 22.237710 17.204260 -0.227 0.342 -0.772 0.101
H -3.287010 21.439260 16.395760 0.041 0.949 -0.330 0.111
H -2.694730 23.584450 17.843180 0.060 -0.081 -0.849 0.111
H -2.051040 22.316980 18.765860 -0.102 -0.991 -0.405 0.121
H -5.043020 24.219080 18.201030 0.239 0.108 -0.059 0.081
H -4.544380 25.057820 19.730100 0.754 -0.078 -0.150 0.081
H -5.507160 23.586080 19.786670 -0.899 0.895 -0.151 0.088
C -2.648830 16.994590 22.164860 -0.808 -1.093 -0.786 -0.145
O -1.396760 17.444920 21.833580 1.709 3.172 1.380 -0.191
C -1.053800 18.634060 22.661040 0.775 -0.787 -0.040 -0.182
C 0.211930 19.240130 22.145710 -0.415 0.243 -1.375 -0.253
N 1.244540 18.247730 22.026850 0.763 0.361 0.112 -0.040
C 2.381900 18.701310 21.181720 -0.263 -1.453 0.503 -0.198
C 3.491410 19.148930 22.090850 0.550 1.037 0.487 -0.222
O 4.558650 19.718120 21.323590 -0.478 -0.927 0.009 -0.199
C 4.940710 21.034390 21.638260 -0.281 -0.486 -0.225 -0.115
H -2.803280 16.911230 23.240640 -0.114 -0.048 0.099 0.092
H -2.662570 16.017520 21.681900 -0.593 -0.307 0.329 0.088
H -3.412510 17.602340 21.679530 -0.329 0.187 0.244 0.081
H -0.837290 18.335250 23.686680 -0.321 -0.580 0.184 0.123
H -1.762760 19.458660 22.735260 -0.819 -0.467 -0.555 0.125
H 0.439800 20.141530 22.714610 0.329 -0.110 0.157 0.125
H 0.020540 19.513210 21.107970 -0.467 0.913 -0.201 0.116
H 0.697580 17.497550 21.629160 0.762 -0.569 -0.385 0.092
H 2.217340 19.496400 20.454490 -0.694 0.357 0.101 0.118
H 2.686970 17.860430 20.558880 0.243 -0.169 0.259 0.098
H 3.832070 18.403600 22.809560 0.316 -0.622 -0.553 0.122
H 3.092000 19.877450 22.796420 -0.255 0.608 -0.156 0.110
H 4.088580 21.711740 21.581950 -0.154 0.182 0.118 0.083
H 5.639790 21.307220 20.847720 0.214 0.187 0.361 0.090
H 5.371420 21.054730 22.639350 0.265 0.347 0.016 0.086
C 2.011560 13.354680 19.370370 0.940 1.103 -2.088 -0.043
O 2.912970 13.284150 18.196930 -0.475 -0.710 0.597 -0.203
C 2.372310 13.761850 16.978220 -0.055 -0.166 0.424 -0.220
C 1.818070 15.184000 17.084450 -0.812 -0.309 -1.278 -0.244
N 2.713320 16.116510 17.679290 1.477 1.052 0.170 -0.045
C 2.387120 17.592640 17.797570 -0.467 -2.252 -0.734 -0.151
C 2.511530 18.308780 16.436850 1.470 0.399 1.059 -0.151
O 3.937800 18.454300 16.057000 -4.154 1.439 1.621 -0.189
C 4.545990 17.444850 15.382260 1.698 -0.010 -0.994 -0.173
H 2.165620 14.392910 19.664380 0.191 -0.280 1.382 0.067
H 2.309710 12.532930 20.021470 -0.116 0.537 0.184 0.091
H 0.945830 13.388440 19.144140 -0.093 -0.870 -0.433 0.066
H 1.709220 13.015650 16.540500 -1.202 0.310 0.534 0.087
H 3.098460 13.716870 16.166560 1.069 0.470 0.628 0.118
H 0.828850 15.251200 17.537250 -0.458 -0.376 0.190 0.092
H 1.668900 15.341680 16.016280 -0.245 0.850 -0.252 0.109
H 3.095820 15.672940 18.502110 0.256 0.602 0.122 0.090
H 2.983850 18.065340 18.577680 0.476 -0.181 -0.511 0.092
H 1.373210 17.646970 18.193970 -0.591 0.406 -0.224 0.103
H 2.119550 19.318610 16.558080 0.386 0.268 0.197 0.110
H 1.849650 17.930850 15.657630 0.478 -0.778 -0.253 0.108
H 5.038060 16.742910 16.055490 -0.170 -0.375 -0.167 0.083
H 5.288410 18.069380 14.885390 0.784 -0.841 -0.515 0.086
H 3.973970 16.965020 14.588120 -0.400 -0.229 0.189 0.086
C -1.874640 14.173240 18.173590 0.823 0.135 0.124 -0.087
C -2.481550 15.331280 17.405190 0.578 -1.816 0.737 -0.298
O -2.983430 14.818400 16.174210 0.320 1.296 -0.340 -0.078
H -1.461860 14.617560 19.079290 0.420 -0.213 0.209 0.076
H -1.096430 13.713780 17.564160 0.131 -0.236 0.200 0.062
H -2.575200 13.408920 18.509950 -0.076 0.127 -0.312 0.047
H -1.683170 16.048410 17.214390 -0.227 0.120 -0.364 0.103
H -3.112520 15.724460 18.202300 -1.207 0.746 -0.951 0.101
H -3.832990 14.380250 16.262910 -0.424 -0.069 0.549 0.039
C -2.471110 18.182690 14.950360 0.024 -0.273 -2.884 -0.038
C -3.131300 17.824920 13.542640 -0.819 1.792 1.167 -0.317
O -3.849940 16.639770 13.529390 -0.300 -1.287 -0.060 -0.094
H -2.495270 19.270680 15.012030 -0.193 -0.071 0.538 0.056
H -1.420060 17.925690 14.818650 0.066 -0.356 0.831 0.059
H -3.019610 17.642540 15.722030 0.328 0.270 0.130 0.056
H -2.514490 17.942500 12.651680 0.752 -0.271 0.237 0.100
H -3.914600 18.565140 13.379470 -0.049 0.335 -0.016 0.097
H -3.408150 15.972320 14.059420 0.274 -0.203 0.235 0.049
```
Forces are in eV/Å.

## Properties
HOMO-LUMO gap: 8.69 eV
maximum force: 0.0911 hartree/bohr
E_HOMO: -0.2983 Eh



> The highest HOMO-LUMO gap belongs to which entry?

C36H94N6O12



> Look up the HOMO-LUMO gap of the first one.

6.16 eV